# C31H41N4

2 unconnected molecules or ions with the total composition C31H41N4 in a non-equilibrium geometry (the ωB97M-V functional and the def2-TZVPD basis, the OMol25 dataset).

Computed properties:
LUMO level, eV: -4.394
Total charge: +1
ΔE to the lowest compared entry with this formula, charge and spin, eV: 0.985
Calculated total energy, eV: -38766.253
Kohn-Sham gap, eV: 5.49

Geometry as XYZ:
```
76
Properties=species:S:1:pos:R:3:lowdin_charge:R:1
C 5.162 0.652 2.076 0.0162
N 3.730 0.429 2.019 -0.0539
C 2.833 1.285 1.473 0.0696
C 1.532 0.745 1.601 -0.1103
C 0.360 1.334 1.104 0.0576
C -0.955 0.812 1.398 -0.2159
C -1.331 -0.500 1.068 -0.0094
C -2.576 -1.008 1.419 -0.1365
C -3.495 -0.208 2.155 -0.0785
N -4.700 -0.725 2.522 -0.0759
C -5.175 -1.959 1.960 -0.1571
C -4.059 -2.982 1.849 -0.1566
C -2.877 -2.421 1.070 -0.1447
C -5.753 0.119 3.016 -0.1602
C -5.209 1.164 3.970 -0.1573
C -4.073 1.961 3.328 -0.1384
C -3.142 1.133 2.494 -0.1227
C -1.919 1.622 2.054 0.0403
C 1.688 -0.508 2.353 -0.0864
C 0.815 -1.322 3.072 -0.0011
C 1.337 -2.363 3.859 -0.0536
C 2.721 -2.577 3.950 -0.0537
C 3.627 -1.707 3.308 0.0102
C 3.077 -0.692 2.532 -0.1585
H 5.633 -0.254 2.461 0.0844
H 5.542 0.871 1.071 0.1092
H 5.428 1.494 2.730 0.1114
H 3.131 2.249 1.085 0.1490
H 0.361 2.413 0.930 0.1065
H -0.628 -1.150 0.537 0.1423
H -5.960 -2.321 2.628 0.1265
H -5.624 -1.776 0.969 0.1438
H -3.733 -3.270 2.858 0.1254
H -4.445 -3.871 1.345 0.1205
H -3.092 -2.476 -0.006 0.1323
H -1.990 -3.041 1.255 0.1249
H -6.298 0.599 2.186 0.1433
H -6.457 -0.537 3.530 0.1253
H -6.023 1.838 4.250 0.1205
H -4.846 0.667 4.880 0.1250
H -4.519 2.739 2.693 0.1286
H -3.509 2.486 4.109 0.1253
H -1.649 2.666 2.278 0.1377
H -0.249 -1.109 3.070 0.1052
H 0.652 -3.000 4.411 0.1089
H 3.100 -3.422 4.529 0.1131
H 4.705 -1.800 3.388 0.1061
C 0.576 -1.748 -6.059 -0.1576
C 1.825 -2.579 -5.699 -0.1583
C 2.724 -1.633 -4.882 -0.2011
N 1.856 -0.568 -4.436 -0.1964
C 2.523 0.562 -3.881 -0.1786
C 1.645 1.615 -3.192 -0.3215
C 2.336 3.006 -3.266 -0.1338
C 1.711 3.809 -2.116 -0.1444
C 1.142 2.732 -1.187 -0.2728
N 1.334 1.463 -1.786 -0.0078
C 0.793 -0.364 -5.410 -0.1882
H 0.456 -1.649 -7.140 0.1043
H -0.323 -2.203 -5.639 0.1013
H 1.547 -3.434 -5.081 0.1018
H 2.339 -2.929 -6.594 0.1035
H 3.202 -2.121 -4.022 0.1161
H 3.541 -1.261 -5.539 0.1197
H 3.305 0.217 -3.187 0.1301
H 3.053 1.114 -4.690 0.1263
H 0.716 1.672 -3.796 0.1344
H 3.409 2.869 -3.069 0.1164
H 2.212 3.470 -4.249 0.1185
H 2.447 4.420 -1.576 0.1097
H 0.911 4.462 -2.489 0.1119
H 1.771 2.724 -0.293 0.0578
H 0.097 2.985 -0.940 0.1188
H 0.747 0.689 -1.492 0.1204
H 1.072 0.372 -6.203 0.1234
H -0.116 0.031 -4.927 0.1074
```